{"formula": "C5H11NO", "method": "ωB97M-V with the def2-TZVPD basis set", "e_tot_ha": -326.9610, "species": ["C", "N", "C", "O", "C", "C", "C", "H", "H", "H", "H", "H", "H", "H", "H", "H", "H", "H"], "xyz": [[-0.233, 1.870, 2.094], [-0.570, 1.410, 0.764], [-0.036, 0.301, 0.209], [0.716, -0.430, 0.933], [-0.212, -0.052, -1.158], [1.656, -1.283, -0.545], [-0.993, -1.305, -1.488], [-0.933, 1.496, 2.850], [-0.233, 2.964, 2.120], [0.763, 1.498, 2.340], [-1.310, 1.871, 0.263], [-0.427, 0.783, -1.833], [1.976, -1.955, 0.250], [2.383, -0.508, -0.763], [1.331, -1.840, -1.421], [-0.556, -1.832, -2.353], [-0.978, -2.010, -0.649], [-2.045, -1.108, -1.741]], "forces_ev_per_angstrom": [[0.0, 0.1, 0.1], [0.0, -0.1, -0.1], [0.0, 0.1, 0.0], [-0.1, 0.1, -0.1], [-0.1, 0.1, 0.0], [0.2, -0.2, -0.1], [0.0, -0.1, 0.0], [0.1, 0.0, -0.1], [0.0, -0.1, 0.0], [-0.1, 0.1, 0.0], [0.1, -0.1, 0.0], [0.1, -0.1, 0.1], [-0.1, 0.1, -0.1], [-0.1, -0.1, 0.0], [0.0, 0.1, 0.1], [-0.1, 0.1, 0.1], [0.0, 0.1, -0.1], [0.2, 0.0, 0.0]], "nbo_charge": [-0.415, -0.579, 0.629, -0.618, -0.476, -0.290, -0.623, 0.194, 0.197, 0.229, 0.397, 0.194, 0.181, 0.197, 0.177, 0.196, 0.212, 0.198]}

---

{"formula": "C5H11NO", "method": "ωB97M-V with the def2-TZVPD basis set", "smiles": "CN[C@@H](C)CC=O", "e_tot_ha": -327.0109, "species": ["C", "N", "C", "C", "C", "C", "O", "H", "H", "H", "H", "H", "H", "H", "H", "H", "H", "H"], "xyz": [[-1.784, -1.397, -0.938], [-0.422, -1.064, -0.662], [0.117, -0.127, 0.213], [1.330, -0.525, 1.028], [0.316, 1.220, -0.535], [0.608, 2.202, 0.586], [1.659, 2.501, 1.100], [-1.792, -2.040, -1.781], [-2.257, -2.003, -0.144], [-2.436, -0.494, -1.010], [-0.035, -1.999, -0.848], [-0.684, 0.167, 1.008], [0.974, -1.340, 1.857], [1.884, 0.361, 1.449], [2.194, -0.820, 0.225], [-0.458, 1.545, -1.245], [1.254, 1.291, -1.263], [-0.469, 2.522, 0.959]], "forces_ev_per_angstrom": [[-1.7, 1.6, 2.0], [0.4, -3.5, -2.3], [-1.8, 2.2, 1.7], [1.9, -1.4, -0.6], [3.9, 1.0, -1.4], [-2.3, 0.6, 0.0], [-1.0, -0.1, -0.6], [-0.3, -0.1, -1.2], [0.0, 0.1, 0.2], [0.4, -0.6, -0.5], [1.4, 1.3, 1.0], [0.8, -0.6, -0.9], [1.5, 1.8, -2.2], [-1.2, -1.1, 0.2], [-2.0, -0.3, 2.0], [-0.5, -0.2, 0.9], [-1.4, -0.9, 1.6], [1.8, 0.3, 0.3]], "nbo_charge": [-0.388, -0.658, -0.040, -0.640, -0.520, 0.467, -0.526, 0.200, 0.157, 0.186, 0.378, 0.159, 0.229, 0.255, 0.211, 0.237, 0.212, 0.080]}

---

{"formula": "C5H11NO", "method": "ωB97M-V with the def2-TZVPD basis set", "e_tot_ha": -326.9654, "species": ["C", "N", "C", "C", "C", "O", "C", "H", "H", "H", "H", "H", "H", "H", "H", "H", "H", "H"], "xyz": [[-1.003, 0.646, 0.658], [-0.397, 0.317, -0.532], [0.652, 0.888, -1.248], [1.820, -0.043, -0.857], [0.863, -0.964, -0.047], [1.140, -1.441, 1.121], [-1.660, -0.601, 1.314], [-0.263, 1.178, 1.330], [-1.729, 1.370, 0.604], [-1.150, 0.330, -1.150], [0.879, 1.911, -0.847], [0.651, 1.159, -2.315], [2.312, -0.466, -1.789], [2.510, 0.353, -0.145], [0.608, -1.767, -0.781], [-1.973, -1.411, 0.656], [-0.835, -1.058, 1.952], [-2.423, -0.400, 2.075]], "forces_ev_per_angstrom": [[0.7, 0.7, 4.7], [-1.3, -1.6, -1.8], [4.6, 4.3, 0.7], [-1.1, 0.2, -0.5], [3.8, -5.5, -0.1], [-1.3, 2.7, -2.4], [2.1, -0.6, 2.2], [-0.5, -1.1, -0.3], [-1.9, 2.0, -0.9], [-1.7, -1.5, -1.6], [-0.1, -0.5, 0.0], [-1.3, -1.0, 0.2], [-0.4, -0.1, 1.6], [0.7, 0.6, 0.1], [-1.1, 0.3, 0.3], [-0.1, 0.4, -0.3], [-1.1, 0.2, -1.0], [-0.2, 0.5, -0.7]], "nbo_charge": [-0.213, -0.528, -0.241, -0.485, 0.364, -0.677, -0.659, 0.204, 0.184, 0.395, 0.192, 0.228, 0.213, 0.220, 0.101, 0.218, 0.269, 0.216]}

---

{"formula": "C5H11NO", "method": "ωB97M-V with the def2-TZVPD basis set", "e_tot_ha": -326.9088, "species": ["C", "C", "O", "H", "H", "H", "H", "H", "H", "C", "C", "C", "N", "H", "H", "H", "H", "H"], "xyz": [[1.199, -1.377, -0.718], [1.266, -0.262, -1.526], [0.585, -0.939, 1.336], [1.379, -0.526, 1.701], [2.078, -1.776, -0.236], [0.339, -2.028, -0.749], [2.228, 0.203, -1.711], [0.521, -0.133, -2.302], [0.622, 0.809, -0.656], [-1.714, -0.081, 0.870], [-0.552, 0.800, 1.066], [-0.088, 1.637, 0.035], [-2.326, -0.112, -0.244], [-3.061, -0.819, -0.244], [-1.937, -0.743, 1.710], [-0.309, 1.028, 2.096], [-0.801, 1.869, -0.750], [0.571, 2.451, 0.322]], "forces_ev_per_angstrom": [[0.3, 0.9, -1.5], [0.5, -1.8, -0.2], [-0.9, 1.3, 0.4], [-0.1, 0.0, 0.0], [-0.1, 0.1, 0.1], [-0.1, 0.0, 0.1], [0.0, 0.1, 0.1], [-0.1, 0.1, 0.2], [-0.8, 1.0, 1.1], [-0.3, -0.5, -0.2], [0.7, -1.2, 0.7], [1.1, -0.5, -1.2], [0.2, 0.1, 0.2], [0.0, 0.1, 0.1], [0.0, 0.1, -0.1], [-0.1, -0.1, 0.0], [-0.1, 0.0, 0.1], [-0.1, 0.0, 0.1]], "nbo_charge": [-0.127, -0.663, -0.913, 0.441, 0.192, 0.197, 0.216, 0.226, 0.346, 0.086, 0.116, -0.752, -0.598, 0.345, 0.181, 0.216, 0.264, 0.227]}

---

{"formula": "C5H11NO", "method": "ωB97M-V with the def2-TZVPD basis set", "smiles": "C=NCCCCO", "e_tot_ha": -326.9573, "species": ["C", "N", "C", "C", "C", "C", "O", "H", "H", "H", "H", "H", "H", "H", "H", "H", "H", "H"], "xyz": [[-0.767, 2.640, -0.111], [0.511, 2.459, 0.219], [0.637, 1.125, 0.966], [1.417, -0.162, 0.094], [0.506, -1.324, -0.245], [-1.073, -1.427, -0.284], [-1.613, -2.398, -1.085], [-1.390, 1.783, -0.537], [-0.992, 3.650, -0.087], [-0.326, 0.818, 1.533], [1.269, 1.302, 1.787], [2.337, -0.341, 0.656], [1.600, 0.550, -0.813], [0.898, -2.215, 0.408], [0.870, -1.464, -1.219], [-1.380, -0.422, -0.665], [-1.452, -1.496, 0.699], [-1.052, -3.076, -1.316]], "forces_ev_per_angstrom": [[4.2, -2.5, -0.4], [-3.9, -1.6, 1.7], [-0.3, -2.1, -1.5], [-2.6, 5.8, 0.5], [0.7, -2.9, 1.7], [2.2, 3.3, -0.2], [-2.3, 1.3, -0.2], [0.2, 1.2, 1.5], [-1.2, 1.9, -1.1], [1.1, 0.3, -1.6], [1.1, 0.7, 0.9], [-0.3, -0.4, -0.4], [0.3, -1.9, 1.2], [-0.8, 1.3, -1.3], [0.0, -1.3, -1.7], [-0.2, -0.7, 0.1], [-0.4, -0.2, 1.3], [2.2, -2.1, -0.5]], "nbo_charge": [-0.070, -0.406, -0.265, -0.402, -0.456, -0.033, -0.707, 0.166, 0.180, 0.176, 0.198, 0.224, 0.214, 0.190, 0.211, 0.148, 0.160, 0.472]}

---

{"formula": "C5H11NO", "method": "ωB97M-V with the def2-TZVPD basis set", "smiles": "C[C@H]1CN1CCO", "e_tot_ha": -327.0585, "species": ["C", "C", "C", "N", "C", "C", "O", "H", "H", "H", "H", "H", "H", "H", "H", "H", "H", "H"], "xyz": [[1.737, 0.284, -1.350], [1.043, -0.544, -0.302], [1.333, -0.461, 1.155], [0.156, 0.166, 0.595], [-1.157, -0.408, 0.829], [-2.116, 0.301, -0.129], [-1.961, 1.696, -0.066], [1.056, 0.463, -2.191], [2.634, -0.212, -1.733], [2.020, 1.255, -0.933], [0.684, -1.520, -0.640], [2.087, 0.229, 1.527], [1.199, -1.365, 1.750], [-1.183, -1.500, 0.663], [-1.443, -0.220, 1.869], [-1.942, -0.064, -1.156], [-3.149, 0.066, 0.141], [-1.000, 1.835, -0.028]], "forces_ev_per_angstrom": [[0.1, 0.0, 0.0], [0.0, -0.1, -0.2], [0.2, 0.0, 0.2], [-0.1, 0.0, 0.0], [-0.1, 0.0, 0.1], [-0.2, -0.4, 0.0], [0.2, 0.1, 0.0], [0.1, 0.0, 0.1], [-0.1, 0.0, 0.0], [0.0, -0.1, 0.0], [0.0, 0.2, 0.0], [-0.1, -0.1, -0.1], [0.0, 0.1, -0.1], [0.0, 0.2, 0.0], [0.0, 0.1, -0.1], [0.0, 0.0, 0.2], [0.1, 0.0, -0.1], [-0.2, 0.1, 0.1]], "nbo_charge": [-0.616, -0.077, -0.248, -0.442, -0.244, -0.063, -0.721, 0.214, 0.214, 0.217, 0.188, 0.202, 0.193, 0.172, 0.200, 0.148, 0.181, 0.482]}